{"formula": "C40H34AsF6N7O2Ta", "method": "ωB97M-V with the def2-TZVPD basis set", "species": ["Ta", "C", "C", "C", "C", "C", "C", "N", "C", "C", "C", "C", "C", "C", "N", "N", "C", "C", "C", "C", "C", "N", "H", "H", "H", "H", "H", "H", "H", "H", "H", "H", "H", "H", "H", "C", "C", "C", "C", "C", "C", "C", "C", "N", "C", "O", "C", "C", "C", "C", "C", "N", "C", "O", "N", "C", "C", "C", "C", "C", "C", "C", "C", "H", "H", "H", "H", "H", "H", "H", "H", "H", "H", "H", "H", "H", "H", "H", "H", "H", "H", "H", "H", "H", "F", "As", "F", "F", "F", "F", "F"], "xyz": [[-0.787, -0.294, -0.771], [5.849, 3.056, -1.884], [5.822, 2.028, -0.953], [4.616, 1.450, -0.582], [3.431, 1.903, -1.140], [3.455, 2.918, -2.081], [4.662, 3.494, -2.450], [2.177, 1.269, -0.819], [1.820, 0.877, 0.601], [2.046, 2.208, 1.328], [1.666, 1.977, 2.787], [1.503, -0.342, 3.925], [0.766, -1.287, 3.302], [0.834, -1.020, 1.905], [-0.072, -1.395, 1.001], [-0.808, -2.465, 1.436], [-1.505, -3.030, 0.444], [-2.172, -4.238, 0.681], [-2.762, -4.890, -0.383], [-2.677, -4.321, -1.647], [-2.059, -3.090, -1.802], [-1.488, -2.436, -0.789], [6.789, 3.507, -2.172], [6.744, 1.670, -0.514], [4.603, 0.639, 0.139], [2.535, 3.243, -2.555], [4.674, 4.285, -3.188], [3.098, 2.486, 1.269], [2.225, 2.659, 3.427], [1.539, -0.204, 5.000], [0.097, -1.996, 3.764], [-2.175, -4.638, 1.685], [-3.266, -5.836, -0.234], [-3.100, -4.805, -2.516], [-2.026, -2.624, -2.774], [2.993, -2.092, 0.049], [3.170, -1.244, 1.275], [4.283, -1.285, 2.009], [4.580, -0.349, 3.081], [3.688, 0.550, 3.493], [2.274, 0.532, 2.985], [0.187, 2.121, 3.111], [2.084, -0.223, 1.602], [0.418, 0.960, 0.152], [0.970, 2.117, -0.571], [1.289, 3.058, 0.438], [-0.088, 2.643, -1.497], [-0.237, 3.891, -2.055], [-1.493, 4.237, -2.553], [-2.580, 3.382, -2.379], [-2.342, 2.157, -1.799], [-1.112, 1.784, -1.459], [-3.373, 1.213, -1.256], [-4.547, 1.415, -1.353], [-2.772, 0.129, -0.579], [-3.730, -0.768, 0.049], [-4.692, -1.432, -0.714], [-4.874, -1.191, -2.189], [-5.566, -2.289, -0.056], [-5.505, -2.460, 1.319], [-4.575, -1.752, 2.062], [-3.681, -0.889, 1.441], [-2.736, -0.065, 2.274], [3.833, -2.775, -0.063], [2.948, -1.465, -0.841], [2.079, -2.691, 0.074], [5.050, -2.001, 1.738], [5.574, -0.364, 3.510], [3.929, 1.274, 4.264], [0.005, 1.961, 4.174], [-0.436, 1.434, 2.549], [-0.138, 3.133, 2.864], [0.586, 4.592, -2.055], [-1.640, 5.210, -3.003], [-3.592, 3.664, -2.637], [-3.979, -0.803, -2.676], [-5.661, -0.452, -2.346], [-5.178, -2.105, -2.700], [-6.324, -2.807, -0.632], [-6.203, -3.123, 1.814], [-4.551, -1.852, 3.140], [-2.817, -0.339, 3.324], [-2.969, 0.999, 2.185], [-1.691, -0.187, 1.988], [-1.148, -0.514, -2.858], [0.538, -0.906, -3.741], [-0.145, -0.605, -5.238], [0.845, 0.735, -3.450], [2.125, -1.276, -4.103], [0.838, -1.129, -1.883], [0.034, -2.519, -3.717]], "lowdin_spin": [0.026, 0.000, 0.000, 0.000, 0.000, 0.000, 0.000, 0.000, 0.000, 0.000, 0.002, 0.028, 0.005, 0.051, 0.048, 0.421, -0.010, 0.140, 0.004, 0.121, 0.052, 0.066, 0.000, 0.000, 0.000, 0.000, 0.000, 0.000, 0.000, 0.001, 0.000, 0.004, -0.002, 0.005, 0.001, 0.001, 0.005, 0.000, 0.004, 0.002, 0.004, 0.001, 0.004, 0.001, 0.000, 0.000, 0.000, 0.000, 0.000, 0.000, 0.000, 0.000, 0.000, 0.000, 0.000, 0.000, 0.001, 0.002, 0.000, 0.001, 0.000, 0.001, 0.002, 0.000, 0.000, 0.000, 0.000, 0.000, 0.000, 0.000, 0.000, 0.000, 0.000, 0.000, 0.000, 0.000, 0.000, 0.000, 0.000, 0.000, 0.000, 0.000, 0.000, 0.001, 0.000, 0.000, 0.000, 0.000, 0.000, 0.003, 0.000], "e_homo_ev": [-13.33, -13.33], "de_lowest_kcal_mol": 101.09, "lumo_ev": [-7.556, -8.229], "energy_ev": -135241.9722, "orbital_gap_ha": [0.212, 0.187], "spin_multiplicity": 2, "s2": 0.7855, "charge": 2}


{"formula": "H10O5", "method": "ωB97M-V with the def2-TZVPD basis set", "species": ["O", "H", "H", "O", "H", "H", "O", "H", "H", "O", "H", "H", "O", "H", "H"], "xyz": [[0.204, -1.612, 0.842], [-0.697, -1.738, 0.556], [0.618, -2.135, 0.178], [1.615, -1.398, -1.742], [1.352, -1.399, -2.653], [1.507, -0.452, -1.542], [-1.627, 0.451, -1.007], [-2.000, 1.107, -0.403], [-0.683, 0.357, -0.890], [-0.671, 1.646, 1.850], [-1.354, 0.902, 1.887], [-1.034, 2.391, 2.368], [1.184, 0.675, -0.059], [0.684, 1.361, 0.320], [0.901, -0.156, 0.294]], "nbo_charge": [-0.938, 0.478, 0.495, -0.972, 0.467, 0.493, -0.973, 0.473, 0.485, -0.966, 0.485, 0.485, -0.996, 0.493, 0.490], "e_homo_ev": -11.25, "de_lowest_kcal_mol": 21.57, "smiles": "O.O.O.O.O", "lumo_ev": 0.255, "energy_ev": -10399.9144, "orbital_gap_ha": 0.423, "spin_multiplicity": 1}


{"formula": "C34H53AlF3INO21", "method": "ωB97M-V with the def2-TZVPD basis set", "species": ["C", "C", "C", "N", "Al", "I", "C", "C", "C", "F", "F", "F", "H", "H", "H", "H", "H", "H", "H", "H", "H", "H", "H", "C", "C", "C", "O", "C", "O", "O", "H", "H", "H", "H", "H", "H", "C", "C", "C", "O", "C", "O", "O", "H", "H", "H", "H", "H", "H", "C", "C", "C", "O", "C", "O", "O", "H", "H", "H", "H", "H", "H", "C", "C", "C", "O", "C", "O", "O", "H", "H", "H", "H", "H", "H", "C", "C", "C", "O", "C", "O", "O", "H", "H", "H", "H", "H", "H", "C", "C", "C", "O", "C", "O", "O", "H", "H", "H", "H", "H", "H", "C", "C", "C", "O", "C", "O", "O", "H", "H", "H", "H", "H", "H"], "xyz": [[0.708, -3.445, -3.514], [1.182, -4.283, -4.718], [0.214, -5.357, -5.246], [2.309, -4.088, -5.239], [2.286, -2.741, -6.570], [4.487, -3.108, -7.983], [0.626, -2.820, -7.736], [0.672, -2.108, -9.103], [1.043, -0.651, -9.063], [0.263, 0.072, -8.271], [0.886, -0.120, -10.306], [2.292, -0.400, -8.735], [-0.315, -3.092, -3.642], [0.737, -4.082, -2.627], [1.414, -2.631, -3.401], [0.408, -6.272, -4.676], [0.433, -5.537, -6.292], [-0.833, -5.094, -5.107], [2.362, -1.290, -5.897], [0.448, -3.878, -7.955], [-0.247, -2.489, -7.168], [1.295, -2.636, -9.817], [-0.336, -2.119, -9.530], [-3.978, -8.640, -4.536], [-2.938, -7.825, -3.809], [-3.119, -7.759, -2.310], [-2.546, -6.488, -1.988], [-2.645, -5.703, -3.092], [-2.428, -4.540, -3.118], [-3.026, -6.437, -4.166], [-4.968, -8.198, -4.415], [-3.765, -8.665, -5.605], [-3.997, -9.665, -4.163], [-1.933, -8.172, -4.067], [-2.598, -8.555, -1.782], [-4.172, -7.756, -2.012], [-3.031, -0.899, 0.641], [-2.092, -1.686, -0.237], [-1.858, -3.114, 0.191], [-0.523, -3.353, -0.274], [0.117, -2.160, -0.320], [1.285, -2.021, -0.476], [-0.762, -1.140, -0.154], [-2.613, -0.806, 1.636], [-3.149, 0.112, 0.244], [-4.012, -1.366, 0.708], [-2.411, -1.642, -1.283], [-2.552, -3.815, -0.270], [-1.880, -3.239, 1.276], [-0.636, -0.450, 6.796], [-0.843, -1.448, 5.683], [-0.311, -1.009, 4.340], [-1.189, -1.686, 3.435], [-2.361, -1.887, 4.067], [-3.350, -2.251, 3.516], [-2.250, -1.624, 5.394], [-1.174, 0.475, 6.589], [-1.015, -0.845, 7.739], [0.423, -0.221, 6.915], [-0.437, -2.424, 5.964], [0.718, -1.313, 4.167], [-0.405, 0.066, 4.179], [0.799, 2.046, -0.029], [0.930, 2.812, 1.267], [2.190, 2.519, 2.039], [1.779, 2.744, 3.397], [0.445, 2.524, 3.454], [-0.184, 2.411, 4.460], [-0.081, 2.412, 2.217], [0.745, 0.972, 0.155], [-0.117, 2.328, -0.547], [1.644, 2.252, -0.686], [0.818, 3.881, 1.092], [3.011, 3.182, 1.777], [2.518, 1.481, 1.942], [3.270, 5.255, -3.271], [3.409, 6.020, -1.977], [4.670, 5.725, -1.200], [4.252, 5.954, 0.157], [2.917, 5.744, 0.212], [2.290, 5.660, 1.220], [2.396, 5.629, -1.028], [3.212, 4.183, -3.082], [2.354, 5.541, -3.787], [4.115, 5.455, -3.930], [3.301, 7.093, -2.155], [5.496, 6.382, -1.459], [4.993, 4.685, -1.294], [3.720, 5.304, 4.396], [4.892, 6.140, 4.846], [5.124, 7.383, 4.023], [6.541, 7.572, 4.145], [7.097, 6.358, 4.384], [8.261, 6.132, 4.353], [6.137, 5.441, 4.660], [3.883, 4.923, 3.388], [3.591, 4.441, 5.047], [2.799, 5.886, 4.407], [4.802, 6.383, 5.909], [4.591, 8.252, 4.403], [4.878, 7.241, 2.967], [-4.205, 0.806, 4.681], [-5.072, 1.393, 5.765], [-6.533, 1.025, 5.670], [-7.175, 2.157, 6.273], [-6.353, 3.225, 6.117], [-6.662, 4.350, 6.338], [-5.136, 2.829, 5.673], [-4.499, 1.185, 3.701], [-3.163, 1.090, 4.832], [-4.274, -0.279, 4.677], [-4.669, 1.141, 6.751], [-6.780, 0.115, 6.212], [-6.878, 0.935, 4.637]], "lowdin_charge": [-0.057, -0.531, -0.052, 0.006, -0.214, 0.115, -0.271, -0.185, -0.698, 0.138, 0.086, 0.102, 0.062, 0.072, 0.063, 0.071, 0.058, 0.049, -0.081, 0.039, 0.053, 0.112, 0.112, -0.025, -0.331, -0.098, 0.061, -0.563, 0.164, 0.080, 0.090, 0.088, 0.088, 0.159, 0.137, 0.137, -0.015, -0.308, -0.081, 0.059, -0.573, 0.157, 0.067, 0.057, 0.088, 0.095, 0.160, 0.130, 0.125, -0.013, -0.309, -0.071, 0.057, -0.588, 0.146, 0.071, 0.084, 0.085, 0.095, 0.157, 0.147, 0.116, 0.003, -0.317, -0.084, 0.058, -0.571, 0.132, 0.094, 0.077, 0.093, 0.091, 0.135, 0.122, 0.145, -0.014, -0.323, -0.083, 0.059, -0.563, 0.145, 0.090, 0.095, 0.090, 0.095, 0.158, 0.140, 0.143, -0.020, -0.324, -0.090, 0.060, -0.567, 0.162, 0.086, 0.073, 0.088, 0.100, 0.157, 0.138, 0.133, -0.008, -0.318, -0.094, 0.059, -0.567, 0.162, 0.089, 0.101, 0.085, 0.072, 0.159, 0.138, 0.140], "e_homo_ev": -3.82, "de_lowest_kcal_mol": 11.90, "lumo_ev": 1.639, "energy_ev": -103462.2361, "orbital_gap_ha": 0.201, "spin_multiplicity": 1, "charge": -1}


{"formula": "C4H5NO", "method": "ωB97M-V with the def2-TZVPD basis set", "species": ["N", "C", "C", "C", "C", "O", "H", "H", "H", "H", "H"], "xyz": [[3.132, -0.535, -0.006], [2.068, -0.099, 0.118], [0.724, 0.467, 0.256], [-0.387, -0.549, -0.023], [-1.704, 0.141, -0.294], [-1.841, 1.340, -0.313], [0.619, 0.879, 1.264], [0.625, 1.311, -0.433], [-0.150, -1.177, -0.893], [-0.523, -1.245, 0.815], [-2.562, -0.533, -0.491]], "nbo_charge": [-0.322, 0.285, -0.518, -0.503, 0.443, -0.515, 0.257, 0.270, 0.244, 0.240, 0.118], "e_homo_ev": -10.57, "de_lowest_kcal_mol": 13.82, "smiles": "N#CCCC=O", "lumo_ev": 0.684, "energy_ev": -7765.9270, "orbital_gap_ha": 0.414, "spin_multiplicity": 1}